118
Properties=species:S:1:pos:R:3:forces:R:3:lowdin_spin:R:1 method="wB97M-V/def2-TZVPD" spin_multiplicity=4 lumo_ev="-6.14 / -7.10" molar_mass_g_mol=1302.060 charge=+2 de_lowest_kcal_mol=0.0 gap_ev="6.611 / 5.095"
W -0.4874 0.0770 -0.4063 -0.22 -1.03 0.25 1.902
Te -2.9332 -1.3805 -4.7338 -0.12 0.71 -0.61 0.348
Ge 2.8537 -0.1224 2.6938 1.38 -0.16 1.04 0.004
P -0.7014 -1.5159 -2.3971 1.87 -2.04 0.10 0.064
P -1.8704 0.8850 -2.1326 -1.22 0.91 -0.63 0.042
O -1.5605 -1.8873 6.4257 -0.51 0.10 0.08 0.000
O -3.3602 -0.6277 6.5544 0.94 -0.76 0.07 0.000
N -2.3798 -1.0992 5.9984 -0.51 0.03 -0.56 0.000
N -1.0500 -1.3240 1.1871 -0.70 2.09 0.78 0.008
N -1.2370 1.4404 1.1790 1.38 0.47 -1.96 0.027
N -3.7734 2.5405 -7.7467 0.58 -0.22 0.12 0.003
C 3.2058 -1.5025 -3.2052 -0.50 1.35 -1.34 0.002
C -1.8146 1.4793 3.4592 -0.68 1.72 -0.07 0.000
C -0.6795 -5.7706 -2.7703 0.58 0.16 -0.46 -0.001
C -2.1446 0.7758 4.6278 -0.38 -0.46 -0.33 0.000
C 5.7030 -0.2367 3.4825 0.56 0.36 -0.43 0.000
C 5.2125 1.3572 1.6934 1.78 0.36 1.30 0.000
C -1.2600 2.7818 1.1265 -0.81 -0.82 -0.03 0.022
C -1.8343 2.9122 3.4183 -0.69 0.01 1.37 0.015
C 2.1007 -4.5023 4.4656 0.42 -1.63 0.14 0.000
C -3.1306 1.4497 -8.1199 -0.21 -0.89 -1.74 0.002
C -3.8136 1.5348 -5.5856 0.25 -0.71 0.90 0.004
C -1.7570 -1.3776 3.4958 -0.20 1.51 0.83 0.001
C -1.5218 0.7726 2.2976 -0.19 0.72 1.22 0.012
C -2.1268 -0.5638 4.6305 0.07 -0.39 0.63 -0.002
C 6.5604 1.8512 1.7771 -2.91 -1.53 -0.35 0.000
C -1.3389 -3.4187 2.3255 0.12 0.90 -1.19 -0.001
C -2.0590 -0.7002 -3.0196 -1.65 2.25 -1.07 0.361
C 2.4999 -4.3699 3.1389 0.22 1.29 -0.58 0.000
C 1.9323 -1.6090 -2.6448 0.67 -0.88 -0.55 0.022
C -3.2702 3.4881 -2.3075 0.90 1.13 -0.31 -0.003
C 1.4801 3.2158 -2.5867 -3.01 -1.17 0.28 0.002
C 2.7184 2.2018 6.1779 0.44 0.52 -1.76 0.000
C -2.8212 0.3461 -7.3091 0.73 -0.18 -1.87 0.013
C 2.2119 -0.1792 -5.0211 -0.74 -0.78 -0.48 0.003
C 2.0817 -2.1218 4.6849 -1.34 0.58 1.32 0.000
C -3.2858 2.1099 -2.1529 -2.13 -2.03 0.33 -0.013
C -2.2610 -3.6720 -1.8878 1.46 0.12 -0.07 0.001
C 7.0611 0.1869 3.4734 -1.40 -0.09 -0.38 0.000
C 4.8005 0.3398 2.5553 -0.54 -0.57 0.05 0.001
C -4.5788 1.5231 -2.0005 0.32 1.33 -0.07 -0.003
C -1.6545 3.5371 2.2224 0.99 1.32 -0.09 0.000
C 7.4616 1.1807 2.5917 0.06 1.17 -0.91 0.000
C -2.5353 -4.9575 -1.5430 -1.79 -2.08 1.46 0.000
C 0.4925 1.4740 5.7539 1.01 0.11 -0.31 0.000
C 3.3180 -0.7560 -4.4485 1.07 -0.08 1.92 0.005
C 2.4708 -1.9436 3.3901 1.05 -0.04 -1.92 0.001
C -1.7105 -6.0369 -1.9043 -0.39 0.23 0.18 0.001
C -5.7471 2.2998 -2.0767 1.32 -1.53 0.23 0.000
C 1.8272 -3.3933 5.2042 0.53 0.91 0.04 0.000
C 2.1812 1.1303 4.0049 -0.79 0.17 1.36 0.000
C -1.4417 -0.6455 2.3590 0.23 -1.53 -1.79 0.007
C 3.0504 1.8286 4.8462 0.72 -0.42 0.87 0.000
C -1.0833 -3.3707 -2.5961 -0.61 0.06 -0.19 -0.002
C 0.3209 2.5360 -2.0310 1.56 0.36 -3.19 0.011
C 0.8771 0.9626 4.5074 0.08 0.21 0.82 0.000
C -0.4085 -4.4706 -3.2040 0.95 1.69 0.40 0.001
C 0.9491 -0.5691 -4.5907 -1.23 0.36 -0.08 0.007
C -0.4581 1.9476 -4.2990 1.47 0.59 1.65 0.001
C 0.6466 2.5787 -4.8234 -0.13 0.53 1.27 0.000
C 2.7041 -3.0895 2.5737 -0.70 -0.49 1.13 0.000
C -3.2200 0.3804 -6.0220 0.19 -1.27 1.59 0.036
C -5.6422 3.6522 -2.1984 -0.18 1.18 0.10 -0.002
C 0.7942 -1.2675 -3.3978 0.25 0.54 0.26 0.041
C 1.4140 2.1068 6.5873 -0.11 -0.79 -0.39 0.000
C 1.5519 3.2317 -3.9495 2.02 1.63 -1.47 -0.002
C -1.7047 -2.7694 3.4628 0.05 -1.17 0.45 0.005
C -0.6139 1.9149 -2.8745 0.89 -0.03 -0.94 0.016
C -1.0329 -2.6371 1.1782 1.07 -0.29 0.00 0.008
C -4.0214 2.5576 -6.4431 -0.72 1.97 0.54 -0.001
C -4.4067 4.2973 -2.2271 -0.65 -0.69 -0.56 0.000
H -2.2754 -0.4439 -7.8320 -0.28 -0.06 0.56 0.002
H 1.8458 -1.2369 5.3121 0.37 -0.69 -0.35 0.000
H 1.5214 -3.5119 6.2130 -0.25 0.07 0.79 0.000
H -0.5985 -3.0090 0.2435 -0.58 -0.52 0.44 0.001
H -6.5600 4.2050 -2.3064 -0.08 0.37 0.16 0.000
H 8.4767 1.5260 2.4342 0.25 -0.33 0.78 0.000
H 7.8024 -0.2036 4.1380 0.10 -0.47 0.32 0.000
H 3.0211 -3.0211 1.5307 -0.03 0.13 0.30 0.000
H -0.4617 1.3039 6.1954 -0.58 -0.16 -0.07 0.000
H 2.2019 0.5118 -5.8590 0.67 -0.25 0.00 0.000
H 4.3147 -0.4796 -4.8159 -0.41 -0.38 0.13 0.000
H -2.3801 4.0050 -2.6330 0.53 -0.07 0.39 0.000
H -4.6785 0.4734 -1.8740 -0.01 -0.87 0.11 0.000
H -4.0426 1.6770 -4.5639 -0.44 0.08 0.83 0.001
H -1.0531 3.2985 0.1846 -0.03 -0.50 0.32 0.001
H 0.1652 0.3245 4.0106 0.32 -0.10 -0.18 0.000
H 0.0801 -0.1810 -5.1832 0.86 -0.86 0.82 0.001
H -6.7020 1.8138 -2.0218 -0.30 -0.10 -0.05 0.000
H -1.2783 -4.4827 2.2508 0.03 -0.42 0.09 0.000
H -4.4080 3.4576 -5.9364 -0.06 -0.13 -0.94 0.000
H 2.0085 0.0376 1.4688 -0.53 0.12 -1.31 0.009
H 2.0922 3.8341 -1.9647 0.47 -0.03 0.20 0.000
H 2.6661 -5.2299 2.5261 0.20 -0.46 -0.18 0.000
H 0.7789 2.5767 -5.8863 0.23 0.24 -0.37 0.000
H 1.1193 2.3693 7.5787 -0.12 0.28 0.50 0.000
H 0.1695 2.6248 -1.0208 -0.38 0.02 2.33 0.006
H 0.4132 -4.2755 -3.9283 -0.53 -0.19 0.78 0.000
H 4.0943 1.9191 4.5418 -0.22 0.11 0.08 0.000
H -2.4279 1.2764 5.5233 -0.20 0.43 0.35 0.000
H -2.0348 3.5477 4.3433 0.25 -1.24 -1.24 0.001
H -2.9228 1.2797 -9.2023 -0.06 0.68 0.84 0.000
H -1.9245 -3.3651 4.3446 -0.01 0.29 0.00 0.000
H 6.7197 2.6958 1.1308 0.91 0.11 0.01 0.000
H 4.5221 1.8705 1.0521 -0.30 0.04 -0.30 0.000
H -1.6143 4.6416 2.1283 -0.28 -0.90 0.17 0.000
H 3.4870 2.6165 6.8135 0.01 0.04 0.03 0.000
H -0.0181 -6.5842 -3.0493 -0.12 0.14 -0.35 0.000
H 1.7595 -2.0897 -1.6729 0.39 0.17 -0.27 0.005
H -3.4325 -5.1422 -0.8845 1.03 0.10 -0.85 0.000
H 2.1146 -5.4879 4.9962 -0.35 0.82 -0.89 0.000
H 4.1040 -1.8445 -2.6897 -0.32 0.05 -0.19 0.000
H -1.0576 1.3894 -4.9654 -1.03 -0.24 -0.27 0.000
H -1.8221 -7.0776 -1.5621 -0.35 0.78 0.00 0.000
H -2.8578 -2.8830 -1.4915 -0.47 0.52 0.26 0.001
H 5.3366 -1.0182 4.1745 0.43 0.53 -0.40 0.000
H -4.4069 5.3912 -2.3300 0.44 -0.64 -0.01 0.000
H 2.3927 3.9037 -4.3554 -1.36 -1.38 0.22 0.000